# C2H2BrFO

2 unconnected molecules or ions with the total composition C2H2BrFO in a non-equilibrium geometry (ωB97M-V/def2-TZVPD, the Open Molecules 2025 dataset).

Last column: Löwdin charge in e.
Geometry (Å):
C 1.68761 -0.73475 0.51222  -0.073
C -1.11747 0.75044 -0.53612  -0.626
O 2.70618 -0.17868 0.65548  0.037
F -1.64423 1.80593 0.09555  -0.077
Br -1.89184 -0.88366 -0.03642  0.656
H 1.29222 -1.66579 0.91353  0.043
H -1.03247 0.90651 -1.60424  0.041

E_LUMO (spin up / spin down): 0.2 / -0.3 eV
Largest force on an atom: 1.59 eV Å⁻¹
HOMO energy (spin up / spin down): -8.94 / -8.19 eV
Energy above the lowest of the compared OMol25 structures with the same formula, charge and spin: 3.234 eV
Spin multiplicity: 1
E_tot: -76909.4787 eV

# C75H172AsF18N7O3P5

A molecular structure, C75H172AsF18N7O3P5 in a non-equilibrium geometry (ωB97M-V/def2-TZVPD, the Open Molecules 2025 dataset).

Last column: Löwdin charge in e.
Geometry (Å):
As -4.24107 -20.03971 -11.45911  0.900
F -5.91893 -19.63884 -11.81165  -0.298
F -3.69640 -18.54403 -12.30316  -0.325
F -2.50531 -20.38171 -11.06958  -0.320
F -4.70485 -21.53400 -10.48071  -0.328
F -4.25097 -20.86433 -13.04661  -0.302
F -4.32655 -19.03204 -9.95352  -0.327
C -8.75855 -20.06737 -18.83485  0.042
N -8.78900 -19.22805 -20.11826  -0.340
C -10.25474 -18.86937 -20.44002  0.021
C -8.00390 -17.90237 -20.01357  0.041
C -8.37853 -20.01427 -21.36198  -0.093
C -6.89337 -20.49982 -21.48455  -0.207
O -6.24695 -19.56212 -22.28909  -0.070
H -9.38758 -19.56612 -18.09920  0.108
H -7.70397 -20.15535 -18.57366  0.108
H -9.23875 -21.03576 -18.97530  0.115
H -10.22951 -18.45958 -21.44973  0.105
H -10.41999 -18.05214 -19.73793  0.104
H -10.90212 -19.74286 -20.36244  0.119
H -8.28570 -17.35434 -20.91265  0.112
H -6.93812 -18.10760 -19.91313  0.109
H -8.38290 -17.31117 -19.17994  0.104
H -8.74482 -19.63880 -22.31747  0.139
H -9.06702 -20.85869 -21.32996  0.130
H -6.70478 -21.44556 -21.99260  0.139
H -6.34446 -20.44472 -20.54446  0.115
H -5.52556 -20.04356 -22.70069  0.099
C -9.98390 -18.02016 -5.82193  0.017
N -10.89668 -19.21914 -5.47184  -0.331
C -10.15612 -20.54521 -5.75157  0.051
C -11.15725 -18.98861 -3.99646  0.004
C -12.20822 -19.10278 -6.30805  -0.069
C -13.20192 -20.28848 -6.26657  -0.217
O -13.60624 -20.52948 -4.92484  -0.052
H -10.52490 -17.10081 -5.59788  0.107
H -9.73459 -18.10846 -6.87935  0.109
H -9.10720 -18.11585 -5.18135  0.107
H -10.13744 -20.64091 -6.83720  0.113
H -10.70487 -21.30744 -5.19841  0.111
H -9.15776 -20.51668 -5.31503  0.112
H -11.63643 -18.01472 -3.89641  0.110
H -10.20559 -18.93703 -3.46751  0.110
H -11.80789 -19.77770 -3.61950  0.100
H -11.85165 -18.95390 -7.32726  0.128
H -12.69411 -18.16310 -6.04535  0.136
H -12.82117 -21.16804 -6.78571  0.116
H -14.10059 -20.19088 -6.87566  0.132
H -14.54338 -20.73767 -4.92019  0.104
C -8.23325 -28.57745 -10.76286  0.022
N -9.48620 -29.26302 -10.21987  -0.328
C -10.21755 -28.27572 -9.23803  0.042
C -10.39902 -29.61273 -11.40661  0.035
C -9.06021 -30.52871 -9.47819  -0.113
C -10.17104 -31.39949 -8.98357  -0.228
O -10.76966 -30.79916 -7.82691  -0.044
H -7.70409 -29.33729 -11.33797  0.111
H -7.67092 -28.08027 -9.97249  0.114
H -8.63086 -27.83357 -11.45327  0.104
H -11.18487 -28.60906 -8.86217  0.100
H -10.46629 -27.40515 -9.84493  0.100
H -9.54547 -28.06797 -8.40542  0.114
H -11.32618 -29.97779 -10.96476  0.103
H -9.94444 -30.35394 -12.06390  0.121
H -10.57774 -28.65802 -11.90127  0.106
H -8.31612 -30.27009 -8.72485  0.149
H -8.42124 -31.06977 -10.17609  0.134
H -9.80642 -32.38765 -8.70308  0.136
H -10.85525 -31.74288 -9.75948  0.121
H -11.21787 -31.54944 -7.42969  0.101
C 1.11552 -27.55032 -15.12151  -0.067
C -0.12860 -28.32705 -14.66770  -0.135
N -0.35506 -28.10706 -13.21782  -0.069
C -0.34066 -26.86283 -12.63919  -0.007
C -0.49088 -27.03214 -11.26792  0.037
N -0.57268 -28.44438 -11.03507  -0.087
C -0.56419 -29.08229 -12.28827  0.063
C -0.54353 -28.96350 -9.68258  -0.002
H 1.11111 -27.64002 -16.20781  0.086
H 2.05780 -27.98424 -14.78698  0.087
H 1.17928 -26.47340 -14.96566  0.072
H 0.01556 -29.38282 -14.89721  0.131
H -1.06727 -28.04929 -15.14713  0.137
H -0.28014 -25.96838 -13.24143  0.138
H -0.45443 -26.32821 -10.44965  0.134
H -0.64737 -30.14682 -12.45024  0.164
H -0.26196 -28.16540 -8.99565  0.099
H 0.14390 -29.79302 -9.51698  0.110
H -1.58952 -29.11251 -9.41468  0.108
C 1.52592 -20.63268 3.24308  -0.060
C 1.21544 -21.94214 2.56061  -0.176
N 1.36558 -21.75442 1.15457  -0.075
C 2.59402 -21.82900 0.47449  0.027
C 2.30831 -21.67568 -0.87822  0.028
N 0.93863 -21.29086 -1.00064  -0.099
C 0.42096 -21.29858 0.27745  0.034
C 0.21499 -20.92069 -2.19971  0.016
H 2.56732 -20.37865 3.44071  0.089
H 0.95277 -20.51096 4.16219  0.088
H 1.10216 -19.76298 2.74093  0.080
H 0.21161 -22.35806 2.64677  0.139
H 1.84628 -22.75201 2.92703  0.140
H 3.52863 -21.94217 1.00374  0.142
H 2.95061 -21.73589 -1.74438  0.129
H -0.62191 -21.12123 0.49507  0.172
H 0.10021 -19.85243 -2.01601  0.108
H -0.69923 -21.50283 -2.31560  0.115
H 0.93009 -21.01677 -3.01671  0.103
C 4.20708 -20.63347 -20.91046  -0.104
C 5.70867 -20.43802 -20.74541  -0.260
C 6.53520 -20.50174 -22.06954  -0.244
C 8.06294 -20.50466 -21.91336  -0.261
P 9.09799 -21.36002 -23.20460  1.066
C 8.41533 -20.97830 -24.86257  -0.284
C 8.42970 -19.54314 -25.38490  -0.235
C 7.95065 -19.33944 -26.83466  -0.232
C 6.83834 -20.30734 -27.22904  -0.113
C 10.80316 -20.79031 -22.94582  -0.277
C 11.80074 -21.47745 -23.81012  -0.282
C 11.56015 -21.36959 -25.30371  -0.260
C 12.83735 -21.60666 -26.10172  -0.092
C 9.01207 -23.16619 -22.87452  -0.243
C 7.64072 -23.96583 -22.73898  -0.213
C 7.79367 -25.45238 -23.13385  -0.262
C 7.93769 -25.82584 -24.63576  -0.086
H 3.81393 -19.92574 -21.64029  0.075
H 3.59313 -20.47045 -20.02469  0.075
H 4.12233 -21.65213 -21.28893  0.075
H 6.07740 -21.21116 -20.07132  0.107
H 5.90388 -19.43215 -20.37362  0.106
H 6.25789 -19.74319 -22.80152  0.111
H 6.26313 -21.49227 -22.43414  0.083
H 8.36717 -20.83118 -20.91891  0.097
H 8.40190 -19.47956 -21.76385  0.098
H 7.34764 -21.15353 -24.73044  0.082
H 8.72714 -21.79169 -25.51777  0.092
H 9.33322 -18.95213 -25.23504  0.105
H 7.60838 -19.11509 -24.81017  0.099
H 8.78706 -19.40916 -27.53012  0.116
H 7.44359 -18.37478 -26.85539  0.111
H 5.97633 -20.32208 -26.56209  0.082
H 7.23191 -21.31756 -27.34155  0.068
H 6.60456 -20.15268 -28.28239  0.083
H 11.10147 -20.86923 -21.90041  0.113
H 10.86254 -19.72786 -23.18201  0.109
H 11.92785 -22.52118 -23.52275  0.117
H 12.78597 -21.08853 -23.55292  0.124
H 11.15189 -20.37455 -25.48068  0.104
H 10.91515 -22.21513 -25.54278  0.099
H 13.64682 -20.95697 -25.76892  0.080
H 12.77182 -21.50979 -27.18544  0.080
H 13.24620 -22.61175 -25.99805  0.082
H 9.49368 -23.41414 -21.92864  0.102
H 9.69080 -23.69267 -23.54552  0.085
H 6.89762 -23.57977 -23.43673  0.094
H 7.41591 -23.93308 -21.67292  0.108
H 7.06969 -26.11208 -22.65556  0.113
H 8.75346 -25.71731 -22.69030  0.096
H 7.00209 -25.37588 -24.96787  0.068
H 8.11944 -26.89199 -24.77138  0.083
H 8.63868 -25.29553 -25.28034  0.063
C 2.22156 -12.76979 -17.91971  -0.082
C 1.41943 -12.93476 -16.53951  -0.203
C 2.24758 -12.59505 -15.26287  -0.298
C 1.53143 -12.99162 -14.06120  -0.308
P 2.53380 -12.99195 -12.50593  1.061
C 3.47964 -11.39617 -12.40823  -0.213
C 4.53691 -11.41348 -11.18205  -0.208
C 3.90184 -11.03994 -9.81448  -0.272
C 4.92440 -10.39993 -8.82548  -0.087
C 1.31907 -13.23329 -11.13007  -0.255
C 0.36151 -11.98371 -11.01192  -0.198
C -1.02482 -12.41721 -10.33851  -0.238
C -1.07378 -12.92877 -8.89913  -0.096
C 3.68216 -14.44173 -12.60377  -0.249
C 3.16910 -15.83428 -12.11675  -0.227
C 4.34582 -16.85535 -12.18314  -0.263
C 3.82881 -18.27081 -12.09502  -0.122
H 1.68826 -12.99090 -18.84426  0.066
H 3.02560 -13.50572 -17.92641  0.060
H 2.71222 -11.79692 -17.94930  0.067
H 1.21052 -14.00134 -16.45672  0.099
H 0.53327 -12.30026 -16.52413  0.108
H 2.39498 -11.51713 -15.19623  0.114
H 3.27680 -12.95317 -15.28689  0.108
H 0.97421 -13.92599 -14.12845  0.111
H 0.72542 -12.27624 -13.89781  0.094
H 2.83843 -10.51703 -12.34446  0.099
H 4.02216 -11.23109 -13.33910  0.086
H 5.21715 -10.58682 -11.38699  0.105
H 5.24126 -12.23966 -11.08494  0.102
H 3.42670 -11.92811 -9.39797  0.085
H 3.12039 -10.28283 -9.87935  0.097
H 4.53190 -10.29225 -7.81432  0.079
H 5.21717 -9.45105 -9.27494  0.077
H 5.83876 -10.99288 -8.84628  0.073
H 1.89796 -13.44069 -10.23010  0.081
H 0.82759 -14.17145 -11.38781  0.096
H 0.17801 -11.57351 -12.00498  0.082
H 0.85658 -11.20391 -10.43321  0.096
H -1.44574 -13.13954 -11.03793  0.103
H -1.62874 -11.51349 -10.41996  0.102
H -2.04909 -13.40855 -8.81733  0.077
H -1.03491 -12.14009 -8.14775  0.076
H -0.31592 -13.68598 -8.69818  0.067
H 4.37425 -14.23939 -11.78635  0.080
H 4.24242 -14.49861 -13.53702  0.098
H 2.30362 -16.23614 -12.64356  0.108
H 2.90422 -15.71707 -11.06593  0.106
H 4.91197 -16.78577 -11.25431  0.109
H 5.06149 -16.70016 -12.99051  0.111
H 3.11245 -18.49403 -12.88564  0.075
H 3.35799 -18.56064 -11.15564  0.082
H 4.68979 -18.93322 -12.18455  0.076
C -17.78730 -4.12643 -18.32992  -0.101
C -17.76553 -5.28334 -17.35847  -0.284
C -16.34511 -5.59884 -16.99985  -0.262
C -16.31865 -6.73076 -15.94718  -0.256
P -14.85696 -6.94866 -14.87882  1.042
C -14.91244 -5.92850 -13.32225  -0.230
C -15.01572 -4.41003 -13.68836  -0.216
C -15.06578 -3.44288 -12.43771  -0.244
C -13.74821 -3.29977 -11.72113  -0.115
C -14.73938 -8.74483 -14.62214  -0.269
C -14.37806 -9.33150 -13.25253  -0.243
C -13.90890 -10.79437 -13.36316  -0.248
C -12.48018 -10.89054 -13.95775  -0.098
C -13.26713 -6.40838 -15.67074  -0.258
C -12.04759 -6.39852 -14.76196  -0.272
C -10.71585 -6.38657 -15.51276  -0.250
C -10.37041 -4.94540 -16.00871  -0.077
H -18.82689 -4.00151 -18.63283  0.082
H -17.13794 -4.28596 -19.19073  0.084
H -17.53658 -3.19674 -17.81914  0.080
H -18.18653 -6.14878 -17.87019  0.120
H -18.32078 -5.02303 -16.45734  0.120
H -15.94330 -4.69653 -16.53888  0.100
H -15.73595 -5.87727 -17.85980  0.124
H -16.52933 -7.67753 -16.44449  0.103
H -17.02746 -6.53683 -15.14214  0.097
H -14.04073 -6.20532 -12.72928  0.088
H -15.84623 -6.32318 -12.92183  0.094
H -15.96038 -4.21164 -14.19468  0.101
H -14.13281 -4.03959 -14.20926  0.102
H -15.89230 -3.69547 -11.77351  0.114
H -15.27866 -2.48425 -12.91080  0.110
H -13.44574 -4.23133 -11.24277  0.065
H -13.85074 -2.54348 -10.94292  0.084
H -12.85798 -3.14684 -12.33122  0.074
H -14.01643 -9.07677 -15.36730  0.088
H -15.71417 -9.15935 -14.87918  0.097
H -15.18353 -9.25183 -12.52247  0.117
H -13.49074 -8.80579 -12.89983  0.093
H -14.70272 -11.37459 -13.83359  0.108
H -13.84725 -11.28767 -12.39313  0.106
H -11.73834 -10.58254 -13.22093  0.076
H -12.36951 -10.39024 -14.91980  0.061
H -12.19150 -11.93473 -14.07787  0.069
H -13.42252 -5.41675 -16.09575  0.090
H -13.15433 -7.07822 -16.52321  0.098
H -11.91767 -7.21059 -14.04657  0.100
H -12.04679 -5.54018 -14.09013  0.104
H -10.73944 -7.09981 -16.33668  0.107
H -10.02080 -6.71182 -14.73867  0.105
H -11.16860 -4.66758 -16.69705  0.069
H -9.42929 -5.04045 -16.55035  0.073
H -10.26301 -4.27390 -15.15686  0.078
P -6.81397 -27.92248 -18.53182  0.142
F -6.29812 -29.11009 -17.48692  -0.218
F -7.64380 -29.00592 -19.36728  -0.172
F -8.11656 -27.80720 -17.61377  -0.178
F -7.40188 -26.77260 -19.54033  -0.199
F -5.99815 -26.75777 -17.75767  -0.183
F -5.52466 -28.24744 -19.49363  -0.192
P -5.02247 -26.40550 -2.82653  0.302
F -6.71221 -26.39495 -2.93551  -0.235
F -4.97639 -24.90669 -2.27315  -0.167
F -5.25180 -26.98536 -1.29464  -0.201
F -3.33989 -26.46457 -2.76308  -0.230
F -5.02203 -27.98808 -3.33806  -0.223
F -4.88611 -26.00262 -4.47190  -0.245

E_LUMO: -5.6 eV
Largest force on an atom: 4.43 eV Å⁻¹
HOMO energy: -14.32 eV
Total charge: +5
Spin multiplicity: 1
E_tot: -253304.7904 eV